[1]
121
Properties=species:S:1:pos:R:3:lowdin_spin:R:1 method="wB97M-V/def2-TZVPD" spin_multiplicity=2 lumo_ev="0.06 / 0.03" homo_energy_ha="-0.1333 / -0.3378"
Ca 1.51 0.25 -3.61 0.587
Cl -0.21 -0.36 -0.05 0.003
O -0.03 0.51 1.03 0.001
O 0.42 -1.64 0.13 0.001
O -1.60 -0.62 -0.26 0.001
O 0.29 0.26 -1.20 0.007
C 2.37 -3.42 2.57 0.000
C 3.85 -3.58 2.88 0.000
C 4.09 -5.02 2.95 0.000
O 3.22 -5.56 1.95 0.000
C 2.02 -4.80 1.94 0.000
H 2.08 -2.57 1.96 0.000
H 1.80 -3.51 3.49 0.000
H 4.13 -3.04 3.78 0.000
H 4.49 -3.15 2.12 0.000
H 3.82 -5.41 3.93 0.000
H 5.13 -5.28 2.74 0.000
H 1.26 -5.26 2.57 0.000
H 1.67 -4.74 0.91 0.000
O 3.01 0.59 -1.77 0.054
S 3.64 1.24 -0.65 0.033
O 3.59 2.70 -0.46 0.004
O 3.25 0.44 0.75 0.003
C 3.52 1.06 2.01 0.001
C 3.89 0.01 3.04 0.001
C 5.45 0.80 -0.66 0.005
H 2.58 1.49 2.38 0.000
H 4.28 1.84 2.06 0.000
H 3.99 0.35 4.08 0.000
H 4.73 -0.59 2.68 0.000
H 3.01 -0.63 3.01 0.000
H 5.91 0.79 0.33 0.001
H 5.93 1.50 -1.34 0.001
H 5.51 -0.20 -1.09 0.002
O -4.27 3.36 0.57 0.000
S -3.53 3.44 1.85 0.000
O -2.31 4.24 1.93 0.000
O -4.52 3.82 3.10 0.000
C -5.94 3.64 2.93 0.000
C -6.49 4.05 4.34 0.000
C -3.13 1.76 2.38 0.000
H -6.26 2.60 2.81 0.000
H -6.32 4.35 2.19 0.000
H -7.57 4.15 4.34 0.000
H -6.14 5.02 4.69 0.000
H -6.10 3.37 5.10 0.000
H -2.44 1.37 1.64 0.000
H -4.04 1.16 2.44 0.000
H -2.64 1.75 3.35 0.000
O -3.27 -0.02 -3.46 0.002
S -2.14 -0.82 -3.90 0.022
O -0.78 -0.35 -3.83 0.043
O -2.29 -2.28 -3.02 0.001
C -1.34 -3.35 -3.29 0.002
C -1.55 -4.42 -2.18 0.001
C -2.52 -1.46 -5.62 0.005
H -0.32 -2.96 -3.27 0.001
H -1.45 -3.65 -4.33 0.000
H -0.68 -5.05 -1.98 0.000
H -2.39 -5.11 -2.26 0.000
H -1.85 -3.94 -1.25 0.000
H -2.62 -0.59 -6.27 0.001
H -3.45 -2.04 -5.58 0.001
H -1.67 -2.02 -6.01 0.005
O 1.66 -1.94 -2.81 0.049
S 2.43 -3.13 -2.44 0.041
O 1.75 -4.31 -2.04 0.002
O 3.47 -3.47 -3.70 0.026
C 4.26 -4.69 -3.66 0.002
C 3.42 -5.86 -4.20 0.001
C 3.66 -2.73 -1.16 0.005
H 4.73 -4.92 -2.71 0.000
H 5.07 -4.43 -4.34 0.001
H 3.27 -5.84 -5.28 0.000
H 2.45 -5.86 -3.70 0.000
H 3.94 -6.80 -4.00 0.000
H 4.19 -1.86 -1.53 0.002
H 4.28 -3.59 -0.93 0.000
H 3.01 -2.43 -0.33 0.001
O 0.28 2.29 -3.21 0.038
S -0.90 3.13 -3.41 0.023
O -0.76 4.56 -3.66 0.002
O -1.90 2.53 -4.57 0.006
C -2.92 3.37 -5.03 0.001
C -3.89 2.44 -5.82 0.000
C -2.02 2.91 -1.97 0.002
H -2.48 4.22 -5.56 0.000
H -3.47 3.79 -4.19 0.000
H -3.57 2.07 -6.79 0.000
H -4.87 2.90 -5.93 0.000
H -4.11 1.57 -5.21 0.000
H -2.48 1.94 -2.14 0.000
H -2.82 3.64 -2.03 0.000
H -1.42 2.98 -1.06 0.000
O -0.65 5.29 -0.60 0.000
S 0.77 5.25 -0.27 0.001
O 1.82 5.33 -1.27 0.001
O 1.17 6.40 0.90 0.000
C 0.20 6.70 1.89 0.000
C 0.81 7.78 2.82 0.000
C 0.98 3.72 0.71 0.001
H -0.20 5.82 2.40 0.000
H -0.69 7.04 1.36 0.000
H 1.23 8.60 2.24 0.000
H 1.69 7.34 3.30 0.000
H 0.11 8.08 3.60 0.000
H 2.00 3.84 1.09 0.000
H 0.90 2.97 -0.08 0.000
H 0.11 3.57 1.35 0.000
F -1.55 -5.49 4.04 0.000
C -1.91 -4.17 4.21 0.000
C -1.57 -3.25 3.21 0.000
C -1.89 -1.91 3.43 0.000
C -2.65 -1.52 4.53 0.000
C -2.95 -2.46 5.50 0.000
C -2.58 -3.80 5.39 0.000
H -1.03 -3.57 2.34 0.000
H -1.60 -1.28 2.61 0.000
H -2.91 -0.48 4.67 0.000
H -3.62 -2.19 6.30 0.000
H -2.80 -4.55 6.14 0.000

***

[2]
31
Properties=species:S:1:pos:R:3:nbo_charge:R:1 method="wB97M-V/def2-TZVPD" relative_energy_kcal_mol=227.5 lumo_ev=6.19 charge=-4 homo_energy_ha=0.1253
Zn 0.08 0.01 0.08 0.711
S 3.64 -2.20 2.27 2.578
O 4.06 -2.77 1.04 -1.021
O 2.31 -1.53 2.02 -1.017
O 3.51 -3.33 3.25 -1.097
O 4.64 -1.25 2.70 -1.095
S -2.39 1.73 -3.52 2.599
O -2.16 1.23 -2.13 -1.077
O -3.07 0.73 -4.27 -1.108
O -3.23 2.89 -3.51 -1.123
O -1.11 2.13 -4.17 -1.056
S 2.78 -1.30 -3.53 2.568
O 2.35 -2.56 -4.11 -0.951
O 2.73 -0.18 -4.42 -1.051
O 1.87 -1.11 -2.39 -0.849
O 4.16 -1.45 -3.00 -1.003
O -3.05 4.04 0.39 -0.941
H -2.57 4.28 1.19 0.435
H -2.77 3.15 0.20 0.505
O -1.32 0.98 2.62 -0.924
H -1.21 1.92 2.47 0.464
H -1.79 0.92 3.45 0.449
O 1.04 2.87 0.19 -0.925
H 0.92 3.56 -0.46 0.479
H 1.19 3.34 1.01 0.446
O -1.73 -2.91 4.20 -0.947
H -1.44 -2.59 3.35 0.500
H -2.25 -2.20 4.57 0.447
O -1.55 -2.49 0.31 -0.940
H -2.43 -2.54 -0.08 0.467
H -1.21 -3.38 0.26 0.475

***

[3]
10
Properties=species:S:1:pos:R:3:nbo_charge:R:1 method="wB97M-V/def2-TZVPD" relative_energy_kcal_mol=83.0 lumo_ev=-0.89 homo_energy_ha=-0.3690
C -2.96 2.63 -0.24 0.207
C -0.82 0.72 -0.37 -0.265
C -2.09 0.69 -0.04 -0.148
C 0.17 -0.42 -0.37 -0.632
N -3.47 3.65 -0.17 -0.439
I -3.49 -0.78 0.17 0.326
H -0.37 1.68 -0.64 0.253
H 0.33 -0.61 -1.45 0.238
H 1.06 -0.13 0.13 0.236
H -0.43 -1.23 0.13 0.223

***

[4]
98
Properties=species:S:1:pos:R:3:mulliken_charge:R:1 method="wB97M-V/def2-TZVPD" lumo_ev=2.31 charge=-1 homo_energy_ha=-0.1427
C -4.55 2.15 0.88 -0.761
C -5.31 1.02 1.18 -0.867
C -4.60 -0.35 1.43 1.632
N -5.60 -1.18 2.15 -0.671
C -3.29 -0.11 2.25 -0.843
C -2.51 -1.45 2.57 -0.134
C -1.42 -1.15 3.69 -0.975
C -0.13 -2.02 3.56 -0.582
N 0.99 -1.40 2.79 -0.357
C 0.54 -0.46 1.78 0.530
C 0.55 1.07 2.09 -0.950
O 0.18 -0.83 0.70 -0.452
C -4.35 -1.03 0.02 -0.051
O -3.70 -0.37 -0.81 -0.511
O -4.75 -2.21 -0.24 -0.810
H -4.49 2.62 -0.13 0.184
H -3.94 2.61 1.70 0.300
H -6.42 1.12 1.22 0.365
H -5.23 -2.12 2.26 0.322
H -5.83 -0.75 3.04 0.300
H -2.56 0.57 1.76 -0.024
H -3.58 0.34 3.24 0.308
H -3.24 -2.16 3.01 0.434
H -2.06 -1.89 1.66 0.067
H -1.24 -0.05 3.79 0.282
H -1.91 -1.46 4.65 0.542
H -0.36 -3.06 3.21 0.215
H 0.26 -2.16 4.61 0.332
H 1.43 -2.18 2.29 0.326
H 1.09 1.65 1.30 0.262
H 1.00 1.23 3.10 0.300
H -0.50 1.45 2.16 0.193
C 3.77 4.81 4.32 -1.396
C 4.50 3.82 3.43 -0.391
N 3.87 3.61 2.15 0.305
C 4.40 2.46 1.42 -0.645
C 5.86 2.51 0.97 -1.236
C 3.63 4.80 1.34 -0.752
C 4.84 5.67 0.98 -1.011
H 2.72 4.52 4.45 0.298
H 4.23 4.84 5.31 0.436
H 3.80 5.83 3.92 0.294
H 4.53 2.86 3.97 0.433
H 5.55 4.15 3.33 0.263
H 3.77 2.27 0.55 0.344
H 4.27 1.58 2.05 0.415
H 6.00 3.18 0.12 0.251
H 6.18 1.52 0.65 0.435
H 6.53 2.82 1.78 0.284
H 2.91 5.43 1.88 0.438
H 3.11 4.52 0.43 0.351
H 5.50 5.84 1.83 0.243
H 4.50 6.65 0.64 0.389
H 5.43 5.23 0.17 0.269
C -1.99 4.42 -5.47 -1.437
C -1.50 3.21 -4.68 -0.344
N -2.55 2.51 -3.97 0.196
C -2.05 1.54 -3.00 -0.663
C -1.27 0.34 -3.53 -0.998
C -3.67 2.07 -4.78 -0.658
C -3.38 1.13 -5.95 -0.989
H -2.54 5.11 -4.82 0.326
H -1.13 4.96 -5.89 0.444
H -2.63 4.14 -6.30 0.291
H -0.77 3.58 -3.95 0.424
H -0.95 2.55 -5.37 0.262
H -2.89 1.18 -2.40 0.351
H -1.41 2.08 -2.29 0.385
H -1.92 -0.39 -4.00 0.263
H -0.77 -0.16 -2.70 0.220
H -0.49 0.63 -4.24 0.332
H -4.19 2.95 -5.17 0.389
H -4.42 1.60 -4.13 0.340
H -2.53 1.46 -6.55 0.237
H -4.25 1.10 -6.62 0.384
H -3.21 0.11 -5.62 0.274
C 1.53 -3.26 -1.39 -1.266
C 2.01 -4.47 -0.60 -0.558
N 0.94 -5.14 0.13 0.388
C 1.43 -6.10 1.10 -0.720
C 2.19 -7.33 0.58 -1.134
C -0.20 -5.58 -0.66 -0.722
C 0.07 -6.53 -1.83 -1.068
H 1.00 -2.55 -0.75 0.196
H 2.39 -2.74 -1.82 0.493
H 0.88 -3.54 -2.22 0.326
H 2.75 -4.11 0.13 0.471
H 2.54 -5.15 -1.27 0.246
H 0.59 -6.45 1.72 0.404
H 2.09 -5.57 1.80 0.388
H 1.53 -8.05 0.12 0.233
H 2.69 -7.83 1.42 0.424
H 2.97 -7.06 -0.13 0.272
H -0.69 -4.69 -1.06 0.332
H -0.94 -6.02 0.00 0.445
H 0.93 -6.22 -2.44 0.239
H -0.80 -6.55 -2.49 0.399
H 0.23 -7.55 -1.49 0.266

***

no.,calculated total energy (a.u.)
1,-6460.38309
2,-4258.49785
3,-507.12059
4,-1603.43235